Record 1
Here is a structure of composition C23H35BiClN2O3 in a non-equilibrium geometry from OMol25. Energies are from the ωB97M-V functional and the def2-TZVPD basis.

Values from the calculation:
HOMO energy (alpha / beta) (eV): -0.56 / -0.33
Net charge: -1
Energy (Eh): -1907.3577
Kohn-Sham gap (alpha / beta) (hartree): 0.1215 / 0.1125

Cartesian coordinates (Å):
Bi -0.0053 -0.1904 0.5332
Cl 2.1349 -0.3925 -0.8358
N 0.4068 2.2250 0.0964
N 0.1505 -2.7580 0.2630
C -0.4897 2.9312 -0.5508
C -0.3960 -3.2151 -0.8342
C 1.4007 3.1577 0.6917
C 0.7868 4.5257 0.3935
C 2.7442 3.0112 -0.0039
C 1.5003 2.8961 2.1806
H 2.6378 3.2684 -1.0672
H 3.1232 1.9880 0.0797
H 3.4501 3.7112 0.4604
H 0.4938 2.8028 2.6110
H 2.0148 3.7409 2.6553
H 2.0770 1.9853 2.3856
C 1.0839 -3.7872 0.7920
C 0.9403 -4.9182 -0.2250
C 0.6331 -4.2097 2.1797
C 2.5132 -3.2913 0.8397
H 2.8301 -2.9240 -0.1419
H 3.1536 -4.1312 1.1375
H 2.6338 -2.4914 1.5784
H -0.4123 -4.5390 2.1426
H 0.7396 -3.3794 2.8879
H 1.2636 -5.0419 2.5139
O 0.0457 -4.3928 -1.2613
H 0.4613 -5.8134 0.1929
H 1.8733 -5.1975 -0.7269
O -0.3400 4.2460 -0.5123
H 1.4526 5.2201 -0.1358
H 0.3727 5.0176 1.2844
C -1.6156 2.3508 -1.3316
C -1.4735 -2.5291 -1.6024
C -0.9976 -1.2487 -2.2256
H -2.2731 -2.3116 -0.8756
H -1.8610 -3.2308 -2.3488
C -1.0232 -0.0627 -1.4792
C -1.1038 1.1746 -2.1007
H 1.0835 -0.4908 3.0435
C -0.6651 1.2710 -3.4362
C -0.3413 0.0952 -4.1170
C -0.5366 2.6144 -4.0940
C -0.5207 -1.1712 -3.5450
H 0.0336 0.1645 -5.1394
C -0.2389 -2.4214 -4.3238
H 0.3623 -2.1919 -5.2101
H -1.1679 -2.8993 -4.6654
H 0.3065 -3.1572 -3.7186
H -1.5145 3.1022 -4.2106
H -0.0918 2.5078 -5.0886
H 0.1025 3.2937 -3.5120
H -2.0329 3.1315 -1.9730
H -2.3809 2.0416 -0.6016
C -1.4788 1.3649 4.4329
C -2.2014 1.1194 3.1445
C -3.6200 0.6659 3.3024
O -1.6865 1.3001 2.0216
H -1.9945 2.1753 4.9737
H -0.4275 1.6435 4.2809
H -1.5313 0.4579 5.0592
H 1.5256 -0.4961 3.6638
H -4.1679 1.4258 3.8781
H -4.0852 0.5315 2.3219
H -3.6574 -0.2750 3.8723

Force components x, y, z for each atom (eV/Å):
-1.8 0.6 0.3
1.8 -0.1 -0.8
-1.3 1.4 -0.9
-0.9 -0.7 -1.3
1.7 -1.7 1.4
0.8 1.1 1.9
-0.4 -0.5 -0.3
-0.8 0.4 -0.4
0.1 0.0 -0.1
0.0 0.1 0.4
0.1 -0.2 0.2
-0.1 0.2 -0.1
0.0 -0.1 -0.1
0.3 0.0 -0.1
0.0 -0.1 0.1
-0.2 0.1 -0.1
-0.2 0.6 -0.2
-0.4 -0.2 -0.8
-0.1 -0.1 0.0
0.4 0.0 0.0
0.0 0.0 0.3
0.0 0.1 0.0
0.0 0.0 -0.2
0.2 0.1 0.2
-0.1 -0.2 -0.1
-0.1 0.1 0.1
0.3 -1.2 0.1
0.1 0.2 -0.1
-0.1 0.1 0.2
0.4 1.0 0.3
-0.1 -0.2 0.2
0.1 -0.1 -0.2
0.3 0.5 0.4
0.3 -0.4 0.0
0.6 -0.1 -1.4
0.1 0.1 -0.1
0.1 0.1 0.0
-0.8 -0.7 2.4
0.5 0.2 -1.8
0.3 0.0 0.5
-0.7 0.1 1.2
0.5 -0.4 -0.4
-0.1 0.2 -0.2
-0.6 0.1 0.7
0.0 0.0 0.2
0.0 -0.2 -0.3
-0.1 -0.1 0.1
0.1 0.0 0.0
-0.1 0.1 -0.2
0.2 0.0 0.0
-0.1 0.1 0.1
-0.1 -0.1 -0.1
0.0 -0.1 0.1
0.2 0.0 -0.2
-0.1 -0.1 -0.2
-1.0 0.0 1.8
0.4 0.2 -0.1
1.3 0.3 -2.5
0.2 0.0 0.3
-0.3 -0.1 0.0
0.2 0.1 0.3
-0.2 0.0 -0.3
-0.3 -0.2 0.0
0.0 0.0 0.2
-0.2 -0.2 0.1

Record 2
Here is a structure of composition C23H35BrIrN5SbSe4Si in a non-equilibrium geometry from OMol25. Energies are from the ωB97M-V functional and the def2-TZVPD basis.

Values from the calculation:
HOMO energy (alpha / beta) (eV): -13.03 / -12.92
Expectation value of S²: 8.808
Net charge: +2
2S+1: 6
ΔE to the lowest compared entry with this formula, charge and spin (eV): 2.6977
Energy (Eh): -13984.2679
Kohn-Sham gap (alpha / beta) (hartree): 0.2036 / 0.1240

Cartesian coordinates (Å):
Ir 15.3541 12.2534 7.6220
N 17.2686 13.1076 7.7637
C 18.2903 12.0221 7.7138
C 19.6684 12.2720 7.5975
C 20.4980 11.1405 7.4993
C 20.0082 9.8227 7.6132
C 18.6358 9.5573 7.6551
C 17.9463 8.3157 7.7578
C 16.5952 8.2516 8.0174
C 15.8347 9.4304 8.1104
N 16.3971 10.5923 7.7509
C 17.7768 10.6992 7.7000
H 17.3611 13.7023 8.5854
H 17.4335 13.8258 7.0025
H 20.0086 13.2879 7.4357
H 21.5767 11.2991 7.2064
H 20.7963 9.0700 7.6101
H 18.4572 7.3885 7.5723
H 16.0531 7.3023 8.1308
H 14.7936 9.3941 8.3929
Se 15.7461 20.3233 8.3056
Sb 17.7002 19.0603 7.5949
Se 19.7092 19.6404 8.8982
Se 18.1671 19.8646 5.3018
Se 17.1649 16.5954 7.6264
C 9.4856 12.0965 6.2900
C 9.1452 10.9576 7.3160
C 8.8681 11.8547 8.5667
C 7.7583 10.3512 6.8582
Si 10.6457 9.7756 7.5685
Br 12.7030 11.1886 7.5486
C 10.8876 8.6270 6.0323
C 12.4084 8.2959 5.9202
C 10.5887 9.3537 4.6919
C 10.0052 7.3272 6.1954
C 10.6306 8.8406 9.3375
C 11.7214 7.7379 9.4599
C 11.1366 9.9584 10.3522
C 9.2180 8.2835 9.6765
H 8.8413 12.9516 6.5133
H 9.4375 11.7451 5.2474
H 10.5389 12.5142 6.4273
H 7.8429 12.2372 8.3998
H 9.5091 12.7417 8.6865
H 8.8698 11.2832 9.4906
H 7.0387 11.1957 6.7942
H 7.3998 9.5996 7.5748
H 7.8050 9.9168 5.8397
H 12.8535 7.7966 6.8192
H 13.0075 9.1270 5.6316
H 12.5016 7.5709 5.0984
H 11.2975 10.1893 4.5227
H 9.5930 9.8092 4.6519
H 10.7974 8.6348 3.8810
H 10.0100 6.8221 7.1773
H 10.3103 6.5867 5.4594
H 8.9514 7.5739 5.9657
H 12.7734 8.1870 9.4095
H 11.6014 6.9048 8.7656
H 11.5944 7.3366 10.4756
H 12.1649 10.2696 10.0796
H 11.2077 9.5201 11.3610
H 10.5257 10.8478 10.3612
H 8.6838 7.9764 8.7561
H 8.6385 9.0915 10.1110
H 9.3368 7.4053 10.3085
N 10.2463 15.1806 8.0828
C 11.3891 15.2341 7.8271
N 12.6359 15.5057 7.4980
C 13.4985 14.5664 7.4838
N 14.2865 13.6810 7.4185

Force components x, y, z for each atom (eV/Å):
0.0 -1.7 -0.1
0.0 0.4 -1.4
0.7 -0.1 -0.3
-1.9 -0.8 -0.5
0.7 -0.5 -0.5
1.5 1.2 -0.5
-1.3 0.9 0.8
-0.2 -0.2 -0.4
-0.3 0.0 0.3
1.2 -0.4 -1.0
0.2 -1.1 1.7
0.5 0.8 -0.2
0.0 -0.2 0.6
-0.2 -1.0 0.6
0.2 -0.1 0.3
-1.3 -0.3 0.8
-0.6 -0.3 -0.1
0.4 -0.2 0.2
0.5 0.4 0.0
-0.2 0.2 -0.3
-0.6 0.3 0.2
-0.1 -1.9 -0.1
0.3 0.1 0.1
0.1 0.0 -0.2
0.2 1.1 0.0
1.6 -0.2 -0.3
0.2 2.2 -0.1
-0.7 -0.5 0.2
0.8 -0.1 -0.1
-1.9 -1.8 0.1
0.7 0.3 0.0
1.0 0.4 0.4
-0.6 -2.1 0.5
0.3 0.2 0.3
-0.3 0.8 0.0
1.7 1.5 -0.4
0.4 0.7 0.2
0.3 -1.1 -0.2
0.6 0.6 -1.4
-0.2 -0.2 -0.5
-0.3 0.5 0.3
-1.2 -0.6 -0.1
0.5 0.0 0.4
0.1 -0.5 -0.2
-0.2 0.1 0.1
0.4 -0.5 0.2
-0.1 0.2 -0.3
0.1 0.0 0.6
-0.4 0.5 -0.6
0.3 0.8 0.0
0.1 0.0 0.2
-0.2 -0.4 0.2
0.1 -0.6 -0.3
-0.5 0.3 0.1
0.3 0.5 -0.3
0.2 0.0 -0.2
0.4 -0.1 0.2
-1.4 -0.7 -0.1
0.2 0.1 -0.1
0.3 0.0 -0.2
-0.5 -0.2 0.2
-0.2 0.2 -0.2
-0.2 0.1 0.2
0.2 -0.1 0.5
-0.2 -0.2 0.4
-0.3 0.2 0.3
2.0 -0.2 -0.4
-2.9 0.6 0.7
2.5 -2.4 -0.3
-2.2 2.3 0.0
-0.4 2.8 0.0

Record 3
Here is a structure of composition C23H35BrMoNO5SSi from OMol25. Energies are from the ωB97M-V functional and the def2-TZVPD basis.

Values from the calculation:
HOMO energy (alpha / beta) (eV): -11.43 / -11.97
Expectation value of S²: 2.019
Net charge: +1
2S+1: 3
Energy (Eh): -4658.3022
Kohn-Sham gap (alpha / beta) (hartree): 0.2992 / 0.2811

Cartesian coordinates (Å):
Mo -0.1512 0.6214 2.1038
C 0.4589 -1.1710 3.3945
C -0.9232 -0.9370 3.6667
C -1.0593 0.3029 4.3099
C 0.2333 0.8511 4.4286
C 1.1739 -0.0593 3.8840
H 0.8902 -2.0509 2.9425
H -1.7213 -1.6339 3.4913
H -1.9798 0.7524 4.6471
H 0.4733 1.8172 4.8406
H 2.2423 0.0786 3.8521
C -2.0657 -1.8889 -1.2249
C -1.9057 -1.7358 0.2763
C -1.5936 -3.0687 0.9327
C -3.1685 -1.1118 0.8388
O -0.7553 -0.7634 0.5256
Si 0.7189 -0.8048 -0.3504
S 1.5491 0.8925 0.5018
O 1.3631 -2.2282 0.0353
C 2.4208 -3.0214 -0.5742
C 3.5931 -2.1108 -0.9044
C 1.8666 -3.6938 -1.8189
C 2.8051 -4.0467 0.4783
O 0.5878 -0.6605 -1.9412
C 0.4543 0.3907 -2.9346
C -0.1495 -0.2684 -4.1617
C 1.8515 0.9105 -3.2339
C -0.4335 1.5086 -2.3993
H -2.9193 -2.5456 -1.3939
H -1.2012 -2.3430 -1.7047
H -2.2731 -0.9315 -1.7004
H -2.4930 -3.6839 0.8924
H -1.3194 -2.9449 1.9793
H -0.7858 -3.6003 0.4351
H -4.0138 -1.7003 0.4833
H -3.3042 -0.0827 0.5046
H -3.2040 -1.1570 1.9240
H 3.3096 -1.3566 -1.6424
H 4.4142 -2.6907 -1.3273
H 3.9565 -1.6076 -0.0072
H 1.5301 -2.9565 -2.5472
H 1.0296 -4.3475 -1.5647
H 2.6408 -4.3065 -2.2829
H 3.1686 -3.5495 1.3791
H 3.5946 -4.6998 0.1054
H 1.9446 -4.6644 0.7401
H 0.4803 -1.0939 -4.4949
H -0.2279 0.4532 -4.9758
H -1.1491 -0.6517 -3.9521
H 2.4868 0.1034 -3.6020
H 2.3097 1.3402 -2.3417
H 1.8089 1.6864 -3.9990
H -1.4416 1.1540 -2.1812
H -0.5108 2.3043 -3.1415
H -0.0062 1.9277 -1.4828
Br -2.9310 6.5148 -1.7491
C -1.8657 5.9841 -0.2968
C -1.1599 6.9402 0.4305
N -0.3834 6.6465 1.4684
C -0.2730 5.3685 1.8111
C -0.9414 4.3514 1.1401
C -1.7689 4.6588 0.0645
C -0.7714 2.9629 1.5566
O -1.4319 2.0027 1.0694
O 0.0975 2.6367 2.4557
H -1.2336 7.9857 0.1544
H 0.3729 5.1381 2.6495
H -2.3110 3.8836 -0.4628

Force components x, y, z for each atom (eV/Å):
-0.8 -0.1 0.1
0.1 -0.1 0.2
-0.1 -0.4 0.1
-0.1 0.0 0.0
0.2 0.1 0.0
0.1 0.0 0.1
0.0 0.0 -0.1
-0.1 0.0 -0.1
0.0 0.0 0.0
0.0 0.0 0.0
0.0 0.0 -0.1
0.0 -0.1 -0.1
0.1 0.3 0.0
0.0 0.0 0.1
0.0 0.0 0.1
0.0 -0.3 0.0
0.0 0.0 -0.5
0.7 0.2 0.3
-0.2 -0.1 0.1
0.0 0.1 0.0
0.1 0.0 -0.1
0.0 -0.1 0.0
0.0 0.0 0.0
-0.2 -0.2 -0.1
0.0 0.1 0.1
-0.1 0.0 0.0
0.1 0.0 0.0
0.1 0.0 0.1
0.0 0.0 0.0
0.0 0.0 0.0
0.0 0.0 0.0
0.0 0.0 0.0
0.0 0.0 0.0
0.0 0.1 -0.1
0.0 0.0 0.0
0.1 0.0 0.0
0.1 0.1 0.1
0.0 0.0 0.0
0.0 0.0 0.0
0.0 0.0 0.0
0.0 0.0 0.0
0.0 0.0 0.0
0.0 0.0 0.0
0.0 0.0 0.0
0.0 0.0 0.0
0.0 0.0 0.0
0.0 0.0 0.0
0.0 0.0 0.0
0.0 0.0 0.0
0.0 0.0 0.0
0.0 0.0 0.0
0.0 0.0 0.0
0.0 -0.1 0.0
0.0 0.0 0.0
-0.1 0.0 -0.2
0.0 0.0 0.0
0.0 0.0 0.0
0.0 0.1 0.0
-0.1 -0.1 -0.1
0.1 0.1 0.0
-0.1 -0.1 0.0
0.0 0.0 0.0
0.1 0.1 0.3
-0.1 -0.2 -0.1
-0.1 0.3 -0.3
0.0 0.0 0.0
0.0 0.0 0.0
0.1 0.0 0.0

Record 4
Here is a cluster of 6 separate species, C23H35F2NO6S2 in total in a non-equilibrium geometry from OMol25. Energies are from the ωB97M-V functional and the def2-TZVPD basis.

Values from the calculation:
HOMO energy (eV): -8.47
Net charge: 0
ΔE to the lowest compared entry with this formula, charge and spin (eV): 1.1104
Energy (Eh): -2399.3298
Kohn-Sham gap (hartree): 0.3177

Cartesian coordinates (Å):
C 31.6860 26.8550 31.9190
C 30.6790 26.6620 33.1750
O 30.3480 27.5770 33.8360
N 30.1110 25.2480 33.2280
H 29.6610 25.3550 32.2580
H 30.9880 24.6390 33.3950
C 29.1890 24.8480 34.3910
H 32.3950 26.0780 32.0800
H 32.2090 27.6840 32.1220
H 31.0970 26.9140 30.9300
H 28.5990 25.6680 34.5960
H 29.6280 24.7300 35.2940
H 28.6460 23.9290 34.2450
O 32.1090 23.6900 33.6440
H 32.5180 23.1030 32.9720
F 33.6100 16.7600 33.8110
C 33.0440 17.8880 33.4420
C 33.4120 19.1070 34.0700
C 32.9510 20.3630 33.5790
C 31.8760 20.3290 32.6180
C 31.5420 19.1630 32.0390
C 32.1500 17.9440 32.3700
H 34.0050 19.0190 34.9810
H 33.3410 21.2630 33.9120
H 31.3230 21.2990 32.8280
H 30.8250 19.2650 31.3460
H 31.9510 16.8310 31.7860
F 28.0910 21.6930 38.9950
C 29.0870 21.1680 38.3160
C 29.3380 19.7680 38.5050
C 30.2690 19.0830 37.6160
C 31.0270 19.8140 36.7230
C 30.8690 21.2700 36.5920
C 29.8240 21.9010 37.3980
H 28.8650 19.1890 39.1700
H 30.2390 18.0840 37.5580
H 31.7840 19.3410 36.2760
H 31.5170 21.9210 35.7530
H 29.5630 22.7630 37.3420
C 31.0700 22.3050 27.5580
C 32.3230 22.7180 28.3740
C 32.0150 22.7190 29.8060
S 30.2330 22.8910 29.9170
O 29.8560 23.9790 30.7170
O 29.7510 21.4900 30.2330
C 29.9000 23.1110 28.1930
H 30.9310 21.1340 27.6410
H 31.2850 22.5400 26.6010
H 32.7600 23.7590 28.0240
H 33.2440 22.1710 28.0890
H 32.2580 23.8380 30.1920
H 32.3370 21.8130 30.3400
H 29.7510 24.2190 27.8470
H 29.0290 22.5170 27.9980
C 37.0570 24.5150 32.4270
C 37.9210 25.7470 32.1640
C 37.3290 26.7340 32.9780
S 35.5850 26.6300 32.8770
O 35.1600 27.2740 31.5990
O 35.1050 27.1010 34.1300
C 35.4740 24.8710 32.5920
H 37.3960 24.0900 33.2550
H 36.9210 23.7550 31.7140
H 37.9150 26.2300 31.2260
H 38.8960 25.5330 32.4770
H 37.6360 27.6300 32.6650
H 37.6390 26.6090 33.9330
H 35.1700 24.8590 31.5600
H 34.9010 24.2700 33.2590

Force components x, y, z for each atom (eV/Å):
-4.0 -2.9 0.7
1.0 0.4 -2.3
-0.6 -0.1 1.2
-1.4 2.3 0.6
0.6 -1.9 1.7
1.7 -2.2 -1.2
-0.2 0.5 -3.2
0.4 -1.2 -0.9
1.5 3.5 0.5
1.1 -0.4 1.6
-2.0 1.6 -0.1
2.8 -0.5 2.3
-0.2 -0.1 -0.9
0.0 0.0 -0.4
-0.6 0.8 0.5
0.2 -0.9 0.4
-1.0 3.0 -1.1
0.0 0.4 -0.4
-1.2 -4.4 -0.9
2.1 3.1 4.0
1.3 -1.3 1.1
0.2 -3.5 -1.0
0.3 0.2 -0.4
0.3 1.6 1.1
0.1 -1.2 -1.9
-2.7 -0.4 -2.5
0.3 3.6 1.7
-0.7 1.0 0.7
2.0 -3.9 -0.7
2.8 2.2 -4.4
-2.0 5.6 1.4
-2.3 4.5 1.7
-0.3 -0.1 -0.3
4.1 -11.0 -0.4
-2.1 -1.7 2.5
0.4 -3.6 0.3
2.6 -1.6 -2.3
-1.9 -1.8 2.5
-2.5 10.7 -1.2
0.3 -1.7 3.4
2.3 1.4 -3.0
0.0 3.5 1.7
0.0 -6.5 -0.5
-1.0 2.3 1.4
0.6 3.4 -0.6
0.3 0.7 -1.5
-0.1 2.5 0.0
0.1 0.7 -3.3
-1.6 -1.5 0.6
-0.8 -0.6 0.4
0.3 -3.1 0.1
-0.1 0.8 0.3
0.6 -2.1 0.7
-0.9 0.2 0.1
-3.4 1.4 -2.5
-0.8 -2.4 -1.7
-1.6 0.0 0.8
-0.6 1.1 -2.3
0.6 -1.0 2.1
-1.1 0.3 0.9
2.9 1.1 -1.0
1.4 -1.9 3.8
1.0 -1.0 -1.3
0.1 -0.7 -1.9
1.6 -0.3 0.2
0.7 4.0 -0.9
0.3 -0.2 3.4
-0.9 -0.3 -0.1
-0.4 -0.2 0.6